(1)
This record from OMol25 describes 6 unconnected molecules or ions with the total composition C28H70F3N2O14P3 in a non-equilibrium geometry. The level of theory is ωB97M-V/def2-TZVPD.

Geometry as XYZ:
```
120
Properties=species:S:1:pos:R:3:forces:R:3:mulliken_charge:R:1
N 0.364623 -2.372990 -0.536452 0.1062 0.6617 -0.3169 -0.347
H 0.251833 -2.878430 0.330678 -0.2748 -0.8354 0.1424 0.221
H 1.284263 -1.955460 -0.531952 0.4243 0.5394 -0.0011 0.355
H -0.361497 -1.676609 -0.625392 -0.2678 0.6908 0.2687 0.362
H 0.291283 -2.876909 -1.408672 -0.1249 -1.3347 -0.5642 0.359
C -0.474707 -3.644660 -5.639192 0.1078 -0.6102 4.4911 0.017
O -0.973947 -2.283450 -5.502222 -1.7859 0.4753 -0.7418 -0.247
O -0.593567 -4.310690 -4.356052 -0.2975 0.8483 -3.6878 -0.885
C -0.928307 -4.275950 -7.021062 -0.4471 -0.8663 1.9181 0.744
F -0.606897 -3.464549 -8.002882 -0.3517 1.2908 -0.9876 -0.258
F -0.302167 -5.421400 -7.358142 0.1591 -0.3721 0.7007 -0.287
F -2.263187 -4.571840 -7.068102 0.4319 0.4077 -0.2089 -0.270
C -2.434447 -2.029080 -5.325142 1.8210 -0.2412 -0.2469 -0.243
C -2.608247 -0.482759 -5.262762 -0.3656 -1.5625 -0.2873 -1.103
H -2.472577 -0.016619 -6.238682 0.3808 -0.0502 0.0730 0.287
H -3.643667 -0.281040 -4.988352 -0.0300 0.1408 0.2781 0.367
H -1.921077 -0.084479 -4.516252 -0.0714 0.1244 -0.1227 0.269
H -2.811347 -2.530930 -4.433972 0.3637 0.1842 0.4654 0.272
H -2.981767 -2.545410 -6.113762 -0.0382 0.5325 -0.4317 0.284
H 0.586553 -3.436820 -5.775712 0.3097 -0.0334 -0.5839 0.088
C -1.255867 -4.588650 5.395308 0.4104 0.9419 -0.3996 -1.062
C -0.868987 -3.952139 4.020718 -0.8254 -1.0083 0.2389 -0.824
N -0.044347 -4.822639 3.159798 0.0276 -0.5270 0.2264 0.332
C 1.203543 -5.160700 3.866978 0.8399 -0.3734 -0.6382 -0.638
C 2.302553 -5.582270 2.883128 -0.7248 0.2990 0.0755 -1.237
C -0.732797 -6.102669 2.798198 -1.1175 0.0363 -0.4965 -0.537
C -2.092577 -5.860870 2.085448 1.5516 0.5425 -0.0182 -1.187
H -0.388687 -4.800570 6.020778 0.0232 0.0371 -0.0453 0.284
H -1.826297 -5.511780 5.292778 -0.0362 0.1145 -0.1567 0.269
H -1.864197 -3.848839 5.915598 -0.1094 -0.1451 0.1700 0.413
H -1.814507 -3.730930 3.525568 0.0321 -0.1119 -0.2560 0.383
H -0.412977 -2.964390 4.087858 0.4399 -0.1992 0.4227 0.433
H 1.622293 -4.347200 4.459398 -0.5376 0.3701 -0.0126 0.448
H 1.050643 -5.996310 4.549968 -0.1579 -0.0969 0.2921 0.374
H 2.475783 -4.761620 2.186978 0.1036 -0.0310 -0.1082 0.233
H 3.234323 -5.792950 3.408028 -0.0752 -0.2403 -0.1016 0.385
H 1.923003 -6.439479 2.327028 0.5328 -0.0908 -0.0827 0.307
H -0.927327 -6.757629 3.647478 0.1108 0.1692 0.5901 0.363
H -0.152377 -6.748360 2.139188 0.5020 0.5335 -0.0851 0.396
H -2.512537 -6.752860 1.620598 -0.1760 -0.1273 0.6779 0.417
H -1.848097 -5.240030 1.223538 -0.2816 0.4337 -0.0071 0.238
H -2.725867 -5.314219 2.784158 -0.5202 -0.3850 -0.4584 0.229
C 2.629313 2.949110 3.173598 -0.8333 -0.3920 -0.0656 -1.277
C 1.281603 3.668060 3.046228 0.8832 0.1571 0.0700 0.230
O 1.564183 5.047260 3.358768 -1.8705 1.7452 0.0798 -0.248
P 0.471443 6.249140 2.947298 0.7768 -0.7608 1.8167 0.872
O -0.957487 5.858621 3.131948 1.6899 0.6466 -0.0826 -0.679
O 1.026863 7.588170 3.788098 0.2296 -2.7123 -3.4801 -0.329
C 0.580963 7.856950 5.066818 -1.3177 -0.8147 1.4779 -0.156
C 1.047863 9.202641 5.504918 -0.1420 1.1496 0.1343 -1.224
O 0.929963 6.560940 1.472138 -0.8092 -0.0035 0.1531 -0.291
C 0.023033 6.237561 0.381458 -0.0190 0.7319 -0.9618 -0.191
C 0.384313 4.972081 -0.320192 0.3760 -0.6895 -0.9910 -1.179
H 3.417373 3.213501 2.468518 -0.3940 0.1296 -0.2477 0.311
H 3.051913 3.083460 4.169318 -0.2315 0.0481 0.0712 0.304
H 2.342363 1.903460 3.062418 0.5500 -0.3094 -0.0567 0.383
H 0.777193 3.550320 2.087168 0.5068 0.2426 -0.4108 -0.005
H 0.573463 3.175951 3.712928 -0.0041 0.5398 0.6402 0.260
H -0.506927 7.793290 5.043558 -0.2541 0.3763 0.1780 0.327
H 0.835353 7.066990 5.773468 0.6254 -0.1283 0.0017 0.292
H 2.043443 9.495750 5.171728 0.0868 -0.4624 -0.0956 0.321
H 0.367043 9.949870 5.097188 0.0492 0.1684 0.0137 0.300
H 1.033073 9.314140 6.589108 -0.1060 -0.1583 0.0150 0.354
H -1.034137 6.200050 0.644298 0.2172 0.3284 0.6007 0.310
H 0.184423 7.055200 -0.321052 -0.1661 0.1211 0.1326 0.302
H 0.083243 4.983160 -1.367722 -0.4518 0.4898 -0.0896 0.439
H 1.464703 4.898390 -0.444432 0.1002 -0.4204 0.5894 0.314
H -0.118667 4.075620 0.042408 0.4866 -0.0372 0.5065 0.262
C -6.952437 3.376081 -1.461342 0.3930 -0.9185 0.1572 -1.180
C -6.501307 3.417440 0.014158 -0.8058 0.6346 -1.4217 -0.107
O -5.233107 2.772250 0.183028 -0.0142 -1.9077 0.0697 -0.235
P -5.178587 1.177371 0.533138 1.4718 0.0569 0.4215 0.713
O -3.787167 0.579301 0.394098 -3.1287 1.3496 0.4270 -0.716
O -5.816177 1.161831 2.054288 -1.1066 -1.2045 -4.6421 -0.247
C -5.227067 1.701220 3.158418 -0.2619 -0.1968 2.9734 -0.330
C -6.299087 2.486061 3.993268 1.0587 0.4386 -0.5665 -1.079
O -6.348477 0.489840 -0.377972 2.2003 2.9486 0.9081 -0.096
C -6.608037 -0.861440 -0.279742 -2.5836 -1.7618 0.7332 -0.219
C -8.146267 -1.021779 -0.473622 0.9356 -0.8127 0.0359 -1.232
H -7.687697 4.150080 -1.681332 0.1195 -0.0036 0.0262 0.399
H -6.070737 3.461711 -2.096462 0.0246 0.5527 0.0077 0.299
H -7.344967 2.401601 -1.751862 -0.3095 0.0161 0.2496 0.241
H -6.388147 4.484471 0.205898 0.4473 -0.1738 0.6071 0.378
H -7.276347 3.015540 0.666758 0.1974 -0.1284 0.1793 0.230
H -5.007727 0.816230 3.755728 0.7152 0.1606 0.4066 0.235
H -4.295297 2.212701 2.916978 -0.2004 0.4442 0.2163 0.409
H -7.088687 1.889181 4.449758 0.1009 -0.4371 -0.5313 0.294
H -5.831867 2.980210 4.845098 0.2640 0.1386 -0.1209 0.377
H -6.741697 3.253300 3.358038 -0.1205 0.0556 0.0905 0.269
H -6.098767 -1.491559 -1.008922 0.3765 0.3575 0.0130 0.276
H -6.426597 -1.213660 0.735698 0.4821 -0.1154 -0.0063 0.275
H -8.715817 -0.351289 0.169928 0.1491 0.2462 -0.2840 0.321
H -8.404437 -0.964459 -1.531052 -0.2015 0.3658 0.1351 0.304
H -8.399477 -2.028989 -0.142672 -0.0777 -0.1561 -0.0947 0.417
C 7.419443 -3.995760 -3.217232 -0.1936 1.0359 -0.7213 -1.226
C 6.596013 -3.010830 -2.381632 0.3695 -1.0038 -0.1725 -0.186
O 6.919253 -1.646299 -2.748122 -1.3179 0.4422 0.0708 -0.157
P 5.996443 -0.373200 -2.288092 -0.2004 -0.5400 -0.3571 0.758
O 4.833033 -0.700559 -1.424892 1.0999 0.2147 -0.9062 -0.734
O 7.077673 0.546121 -1.522732 -1.9205 -0.0474 -0.1424 -0.359
C 8.244603 0.955690 -2.167962 1.8851 -1.5155 -2.5818 -0.191
C 9.417573 -0.037009 -1.975352 0.7881 0.7469 1.6895 -0.987
O 5.620573 0.375241 -3.703932 3.3646 0.5964 4.8335 -0.253
C 4.955713 -0.221050 -4.737322 -0.4133 -1.6715 -0.3343 -0.005
C 3.704453 0.542400 -4.826742 -1.3710 0.9498 -1.5751 -1.264
H 7.203513 -5.023669 -2.925932 0.4428 0.1043 0.3873 0.384
H 7.152013 -3.956579 -4.273192 -0.2894 0.2107 -0.0743 0.315
H 8.462573 -3.679609 -3.210962 0.1743 -0.5724 0.4023 0.289
H 5.552923 -3.292480 -2.525642 -0.2099 0.6836 0.0688 0.356
H 6.855923 -3.195689 -1.339342 -0.1206 0.3926 0.1487 0.309
H 8.100853 0.911350 -3.247532 -0.4797 0.0579 -0.2684 0.175
H 8.538263 2.000120 -2.062962 -0.3060 -0.0815 1.0972 0.448
H 9.231933 -1.110099 -1.929412 -0.6539 0.2195 -0.8839 0.165
H 10.242623 0.207690 -2.644332 -0.2427 -0.1658 -0.3797 0.332
H 9.880973 0.080860 -0.995822 -0.0433 0.4619 0.3581 0.333
H 5.606023 -0.099060 -5.603532 -0.3632 -0.1870 -0.3522 0.224
H 4.834503 -1.282369 -4.520522 -0.1823 -0.2282 -0.2982 0.272
H 4.060283 1.551970 -5.032272 -0.4589 0.2695 -0.1700 0.326
H 3.089193 0.203050 -5.660042 -0.0265 0.1024 -0.1498 0.406
H 3.037833 0.624000 -3.968222 0.5031 -0.5416 0.3373 0.270
```
Positions in Å, forces in eV/Å.

For the energy relative to the best compared isomer or geometry (same formula, charge and spin), the calculation gives 187.2 kcal/mol. The max |F| comes out at 0.1151 hartree/bohr. The calculation puts the LUMO energy at -0.0384 Ha. As for the electronic energy: -97837.266 eV. Its orbital gap is 4.89 eV.

=====

(2)
This record from OMol25 describes a molecular structure, C40H30Br2ClN3O3PPrS3 in a non-equilibrium geometry. The level of theory is ωB97M-V/def2-TZVPD.

Geometry as XYZ:
```
84
Properties=species:S:1:pos:R:3:forces:R:3:lowdin_spin:R:1
Pr 0.819559 -0.472343 -1.263442 -0.6221 -0.0383 -1.3745 2.023
Br -0.118491 -5.649397 -2.562379 -0.1233 0.1833 -0.0140 0.000
C 1.528780 -4.924529 -1.972920 0.2141 -0.0732 0.0943 0.000
C 2.558821 -5.843094 -1.714307 0.3262 0.2149 0.1064 0.000
C 3.769074 -5.412252 -1.246640 -0.3919 0.3113 -0.1088 0.000
Br 5.108683 -6.683562 -0.910342 0.2939 -0.2211 0.0861 0.000
C 4.002551 -4.023266 -1.015470 0.0665 -0.4945 -0.0275 0.000
C 5.203233 -3.497055 -0.493219 0.0479 0.2402 0.0589 0.001
C 5.323381 -2.148747 -0.269183 0.0108 -0.4578 -0.0396 0.000
C 4.241948 -1.324238 -0.585841 -0.4975 0.0529 -0.3972 0.001
N 3.115678 -1.774408 -1.111016 0.1621 -0.3334 0.1418 -0.003
C 2.962779 -3.123088 -1.307296 0.1882 0.5522 0.0762 0.000
C 1.672790 -3.558507 -1.785374 -0.3056 0.0714 -0.0985 0.000
O 0.733082 -2.688285 -1.995094 0.1189 -0.3773 0.0759 -0.005
H 2.387302 -6.896134 -1.884960 -0.0059 -0.0065 0.0058 0.000
H 6.014228 -4.172684 -0.258650 0.0113 0.0045 -0.0103 0.000
H 6.222498 -1.717001 0.146146 0.0169 -0.0397 0.0041 0.000
H 4.296597 -0.256743 -0.405746 -0.0272 -0.0196 -0.0043 0.000
C 2.224753 4.982730 2.599400 0.0077 -0.0811 -0.0937 0.000
C 2.637449 4.242701 1.494423 -0.0607 0.0490 0.1167 0.000
C 1.771568 3.342915 0.898301 0.1134 -0.0763 -0.1927 0.000
C 0.473962 3.158690 1.376527 -0.2194 0.0181 0.0639 0.000
C 0.066175 3.915374 2.469879 0.0099 0.0910 0.1537 0.000
C 0.935775 4.818404 3.078711 -0.0381 -0.0762 -0.0361 0.000
P -0.589304 1.905850 0.539937 0.3258 0.0072 -0.0329 0.000
C -2.198743 2.095810 1.369776 -0.0857 -0.0134 0.0712 0.000
C -2.305200 1.540913 2.648083 -0.0730 -0.0768 0.0699 0.000
C -3.519910 1.513146 3.316046 0.0055 0.0522 -0.1109 0.000
C -4.657784 2.030993 2.705116 0.0141 0.0216 -0.0130 0.000
C -4.566314 2.581244 1.433713 0.0960 -0.0294 0.0215 0.000
C -3.342868 2.613595 0.770163 -0.0517 0.0612 0.0307 0.000
C -0.713484 2.564397 -1.144836 -0.2043 0.5323 0.0857 0.000
C -1.211941 3.858862 -1.378499 0.0665 -0.0150 0.0323 0.000
C -1.252295 4.359597 -2.662203 0.1035 -0.1810 -0.1450 0.000
C -0.769531 3.562964 -3.706421 -0.0934 0.1037 0.1586 0.000
C -0.257761 2.302071 -3.448717 0.0396 -0.0193 -0.0441 -0.001
C -0.204691 1.734441 -2.156370 0.0323 0.1621 -0.0171 -0.007
H 2.901852 5.682760 3.071607 -0.0091 0.0072 0.0005 0.000
H 3.635143 4.366269 1.093084 0.0122 0.0189 0.0184 0.000
H 2.118592 2.787935 0.033123 -0.0880 -0.0432 0.0352 0.000
H -0.938750 3.816835 2.863388 0.0323 -0.0271 -0.0432 0.000
H 0.594231 5.396734 3.927965 -0.0049 -0.0029 0.0028 0.000
H -1.432553 1.101270 3.123086 0.0259 0.0235 -0.0505 0.000
H -3.578618 1.077144 4.304975 -0.0182 0.0056 0.0090 0.000
H -5.609735 2.007020 3.220029 -0.0022 -0.0025 -0.0019 0.000
H -5.446037 2.988504 0.951161 -0.0068 -0.0050 0.0133 0.000
H -3.284074 3.039466 -0.224300 -0.0295 -0.0422 0.0337 0.000
H -1.546211 4.477870 -0.550448 0.0280 -0.0330 -0.0003 0.000
H -1.634440 5.354437 -2.854161 -0.0013 0.0034 -0.0139 0.000
H -0.790302 3.944622 -4.721266 0.0154 -0.0159 -0.0058 0.000
H 0.121395 1.727560 -4.286245 -0.0110 0.0117 -0.0260 0.000
S -3.182156 -2.346429 0.522612 -0.2245 -0.1276 0.2422 0.000
C -3.527958 -0.714952 0.152494 -0.0039 -0.0280 -0.0916 0.000
C -2.699512 -0.299546 -0.833653 0.2079 -0.0122 -0.3136 0.000
N -1.787591 -1.237478 -1.283102 -0.2490 0.0619 0.3246 -0.002
C -1.960325 -2.366985 -0.642461 0.3185 0.0297 -0.3774 0.000
H -4.280506 -0.145420 0.672544 -0.0207 -0.0210 0.0031 0.000
H -2.687302 0.677321 -1.294119 -0.0060 0.0330 0.0684 0.000
H -1.339111 -3.231769 -0.834357 0.0058 0.0098 0.0802 0.000
S 0.712656 -0.887007 -4.650272 -0.1305 0.0881 0.1139 -0.001
C -0.870622 -1.433160 -4.585516 0.3860 -0.0591 -0.1871 0.000
N -1.239868 -2.646752 -4.217329 -0.0997 0.0663 0.0615 0.000
C -2.638913 -3.022708 -4.344480 0.0861 0.1050 0.1752 0.000
C -3.428504 -1.721258 -4.563581 -0.0612 -0.3257 0.0458 0.000
S -2.229053 -0.485618 -5.117341 0.0372 0.2253 -0.0728 0.000
H -0.548209 -3.229126 -3.759560 -0.0378 -0.0590 0.0607 0.000
H -2.961590 -3.524990 -3.432936 -0.0324 -0.0185 0.0140 0.000
H -2.773835 -3.714889 -5.176997 0.0753 0.0104 -0.0737 0.000
H -3.897994 -1.387523 -3.641879 0.0066 0.0718 0.0511 0.000
H -4.193973 -1.858819 -5.323823 -0.0101 0.0586 0.0234 0.000
Cl 1.317617 -0.214703 7.353183 -0.0139 -0.0238 -0.1553 0.000
C 1.314537 -0.371008 5.615556 0.0012 0.0346 0.2233 0.000
C 1.920613 0.613371 4.852933 -0.0089 -0.0449 -0.1063 0.000
C 1.923013 0.479972 3.472224 0.0335 0.0407 0.1684 0.000
C 1.314678 -0.619632 2.875128 0.0067 0.1029 0.0825 0.000
C 0.694416 -1.585798 3.657961 -0.0547 -0.0567 0.0701 0.000
C 0.699723 -1.471828 5.038883 0.0108 0.0304 -0.0454 0.000
C 1.265354 -0.692699 1.396061 -0.1900 0.2762 -0.2762 0.001
O 1.969922 0.120738 0.715985 0.2229 -0.2946 0.4881 -0.005
O 0.454222 -1.481896 0.818381 0.3170 -0.1358 0.8565 -0.002
H 2.376022 1.467374 5.334076 0.0053 0.0040 -0.0119 0.000
H 2.379513 1.242098 2.854380 -0.0125 -0.0318 -0.0429 0.000
H 0.201082 -2.422356 3.180808 0.0255 0.0110 -0.0406 0.000
H 0.230804 -2.214305 5.668931 -0.0047 -0.0191 -0.0228 0.000
```
Positions in Å, forces in eV/Å.

For the energy relative to the best compared isomer or geometry (same formula, charge and spin), the calculation gives 0.5 kcal/mol. The max |F| comes out at 0.0293 hartree/bohr. The calculation puts the LUMO energy (alpha / beta) at -0.0070 / -0.0068 Ha. As for the electronic energy: -261055.330 eV. Its orbital gap (alpha / beta) is 7.45 / 7.48 eV. The multiplicity is 3.

=====

(3)
This record from OMol25 describes 2 unconnected molecules or ions with the total composition CBr3F3Si in a non-equilibrium geometry. The level of theory is ωB97M-V/def2-TZVPD.

Geometry as XYZ:
```
8
Properties=species:S:1:pos:R:3:forces:R:3:nbo_charge:R:1
C 0.179943 0.244946 -0.543436 0.5076 0.4064 1.1003 0.628
F 0.604423 -0.353327 -1.649866 -0.3150 -0.7376 -0.2633 -0.321
F -0.068182 -0.660721 0.441632 -0.0598 0.0729 -0.9682 -0.328
F 1.250971 0.953183 -0.100963 0.1997 0.1986 0.2199 -0.343
Si -1.186693 1.587837 -0.804984 -0.0989 0.0512 -0.3395 0.879
Br 0.120267 -0.020953 -4.649372 0.0058 0.0082 -0.0596 -0.008
Br -1.862798 2.028594 1.224058 -0.2110 0.0525 0.1499 -0.249
Br -2.705745 0.817410 -2.205875 -0.0284 -0.0522 0.1605 -0.257
```
Positions in Å, forces in eV/Å.

For the energy relative to the best compared isomer or geometry (same formula, charge and spin), the calculation gives 33.8 kcal/mol. The max |F| comes out at 0.0249 hartree/bohr. The calculation puts the LUMO energy (alpha / beta) at -0.0822 / -0.1328 Ha. As for the electronic energy: -227194.578 eV. Its orbital gap (alpha / beta) is 8.89 / 5.39 eV.

=====

Q: Among the records above, which one has the highest electronic energy?
A: C28H70F3N2O14P3

=====

Q: Which formula does entry 3 have?
A: CBr3F3Si

=====

Q: The highest max |F| belongs to which entry?
A: C28H70F3N2O14P3